[1]
Entry from the OMol25 dataset: C16H14BCl5N6Pt as an isolated structure in a non-equilibrium geometry (ωB97M-V with the def2-TZVPD basis set).

Computed properties:
HOMO (spin up / spin down) = -6.69 / -8.36 eV
Relative energy (zero: lowest compared OMol25 entry of this formula, charge and spin) = 64.4 kJ/mol
Multiplicity = 3
Gap between HOMO and LUMO (spin up / spin down) = 0.2649 / 0.2991 hartree
Expectation value of S² = 2.0067

Structure (XYZ):
```
43
Properties=species:S:1:pos:R:3:lowdin_spin:R:1
H -0.27 2.96 0.72 0.00
N 0.14 1.72 -0.95 0.14
B 0.72 0.75 -3.22 0.00
N 0.66 1.93 -2.20 0.01
C 1.04 3.23 -2.29 0.00
Pt -0.59 -0.10 -0.29 1.22
H 1.50 3.59 -3.20 0.00
C 0.73 3.85 -1.09 0.00
H 0.90 4.88 -0.83 0.00
C 0.14 2.89 -0.27 0.00
H 1.18 1.02 -4.29 0.00
C -1.61 -2.48 0.41 0.13
H -1.99 -1.94 1.28 0.00
H -0.94 -3.28 0.72 0.01
H -2.45 -2.86 -0.20 0.01
N -0.76 0.22 -3.29 0.01
N 1.51 -0.36 -2.48 0.00
N -1.40 -0.15 -2.14 0.13
N 1.07 -0.84 -1.27 0.10
C -1.60 0.00 -4.32 0.00
C 2.66 -0.99 -2.79 0.00
H -1.28 0.21 -5.33 0.00
H 3.18 -0.71 -3.69 0.00
C -2.79 -0.52 -3.82 0.00
C 2.94 -1.91 -1.78 0.00
C -2.64 -0.59 -2.44 0.01
C 1.91 -1.81 -0.84 0.01
H -3.66 -0.80 -4.37 0.00
H 3.79 -2.56 -1.73 0.00
H -3.30 -0.93 -1.65 0.00
H 1.74 -2.33 0.08 0.00
H -0.99 -1.79 -0.30 0.04
Cl 0.82 -1.04 2.52 0.02
C -0.65 -0.14 2.68 0.03
C -1.28 0.36 1.53 0.08
C -2.44 1.15 1.68 0.01
Cl -3.21 1.78 0.26 0.01
C -2.99 1.41 2.95 0.00
Cl -4.37 2.39 3.10 0.00
C -2.39 0.83 4.10 0.00
Cl -3.05 1.11 5.64 0.00
C -1.22 0.04 3.96 0.00
Cl -0.54 -0.76 5.31 0.00
```


[2]
Entry from the OMol25 dataset: a 2-piece molecular cluster, C6H10 overall (ωB97M-V with the def2-TZVPD basis set).

Computed properties:
HOMO = -8.30 eV
Relative energy (zero: lowest compared OMol25 entry of this formula, charge and spin) = 398.7 kJ/mol
Multiplicity = 1
Gap between HOMO and LUMO = 0.3491 hartree
SMILES string = C=C1C[C@@H]2C[C@H]12.[H][H]

Structure (XYZ):
```
16
Properties=species:S:1:pos:R:3:lowdin_charge:R:1
C 2.04 -0.02 -0.05 -0.03
C 0.80 -0.07 -0.56 -0.37
C -0.17 -1.22 -0.39 -0.11
C -1.13 -0.21 0.24 -0.21
C -1.59 0.76 -0.76 -0.14
C -0.16 1.01 -0.43 -0.12
H 2.49 0.93 0.25 0.06
H 2.60 -0.92 0.18 0.06
H -0.57 -1.67 -1.30 0.11
H 0.22 -1.99 0.28 0.11
H -1.69 -0.43 1.16 0.12
H -2.19 1.55 -0.30 0.12
H -1.96 0.43 -1.72 0.10
H 0.20 2.02 -0.21 0.14
H 0.91 -0.13 1.76 0.08
H 0.18 -0.02 1.85 0.08
```


- What is the relative energy (zero: lowest compared OMol25 entry of this formula, charge and spin) in the second record?
  398.7 kJ/mol


- The lowest multiplicity belongs to which entry?
  C6H10